A structure of composition C9H18B3F3O6. Source: OMol25; level of theory: ωB97M-V with the def2-TZVPD basis set.

```
39
Properties=species:S:1:pos:R:3:lowdin_charge:R:1
F -2.554 -0.349 0.873 0.104
F -4.226 1.368 2.029 0.173
F -3.024 2.996 1.183 0.197
O -0.733 -1.541 -1.347 0.315
O 0.878 -0.289 -2.538 0.289
O 1.919 2.165 1.181 -0.080
O -5.417 -1.169 -0.198 -0.047
O 1.592 -2.226 -1.422 0.293
O -0.261 -2.145 1.649 -0.171
C 0.219 -2.985 0.611 -0.081
C 0.695 -1.211 2.054 -0.107
C 3.177 -0.137 -1.330 -0.032
C -2.778 0.871 0.375 -0.262
C -2.392 1.097 -1.041 -0.077
C -0.818 1.091 -1.182 -0.018
C 2.922 1.305 -0.817 -0.149
C -3.329 1.751 1.171 -0.377
C 3.043 1.423 0.712 -0.255
B 1.873 -0.898 -1.771 -0.512
B -0.248 -0.282 -1.697 -0.523
B 0.343 -2.224 -0.789 -0.468
H 1.154 -3.500 0.862 0.122
H 1.939 1.697 -1.071 0.098
H -2.740 2.057 -1.403 0.124
H 3.645 1.998 -1.243 0.111
H 3.951 1.976 0.977 0.115
H 1.663 -1.657 2.320 0.101
H -5.643 -0.344 0.247 0.029
H 1.896 2.163 2.147 0.091
H 0.865 -0.404 1.323 0.079
H 3.120 0.442 1.190 0.101
H 3.937 -0.113 -2.112 0.116
H -0.372 1.293 -0.201 0.114
H 0.307 -0.735 2.955 0.099
H -4.454 -1.161 -0.238 0.012
H -2.771 0.257 -1.622 0.125
H -0.533 -3.774 0.488 0.130
H -0.460 1.896 -1.821 0.115
H 3.614 -0.703 -0.503 0.106
```

Output
**Multiplicity**: 1
**HOMO**: -9.0 eV



A cluster of 2 separate species, C5H11NOS in total. Source: OMol25; level of theory: ωB97M-V with the def2-TZVPD basis set.

```
19
Properties=species:S:1:pos:R:3:lowdin_charge:R:1
S 2.420 -0.602 0.270 0.519
O -1.084 1.758 0.379 0.050
N -1.604 -0.470 -0.337 -0.181
C 0.427 0.731 -1.136 0.030
C -0.773 0.789 -0.384 -0.365
C -2.842 -0.456 0.343 -0.135
C -0.839 -1.736 -0.011 -0.083
C 1.700 0.985 -0.410 -0.672
H 0.187 -1.817 -0.497 0.034
H -2.852 -0.673 1.525 0.139
H 0.574 0.145 -2.060 0.130
H 0.893 0.444 2.746 0.023
H -3.324 0.528 0.162 0.089
H -0.809 -1.717 1.091 0.080
H -1.455 -2.647 -0.193 0.087
H 1.317 1.675 0.327 0.043
H 1.617 0.644 2.810 0.016
H -3.436 -1.175 -0.273 0.098
H 2.437 1.569 -1.055 0.097
```

Output
**Relative energy (zero: lowest compared OMol25 entry of this formula, charge and spin)**: 6.602 eV
**Multiplicity**: 1
**HOMO**: -8.7 eV



The molecule C12H12N2. Source: OMol25; level of theory: ωB97M-V with the def2-TZVPD basis set.

```
26
Properties=species:S:1:pos:R:3:lowdin_charge:R:1
N -2.863 -0.397 -3.025 0.061
N 0.247 0.372 -0.055 0.021
C 2.761 2.073 1.991 -0.099
C -3.967 -0.542 -2.312 -0.154
C -1.701 -0.541 -2.415 -0.102
C -3.961 -0.835 -0.957 -0.061
C -1.570 -0.841 -1.062 -0.208
C 1.601 1.816 1.291 -0.041
C 3.539 -0.135 1.519 -0.097
C 1.391 0.573 0.686 -0.276
C -2.739 -0.985 -0.324 -0.029
C -0.218 -0.952 -0.419 -0.176
C 2.380 -0.403 0.813 -0.041
C 3.738 1.098 2.112 -0.114
H 4.644 1.299 2.664 0.095
H 2.902 3.041 2.451 0.101
H 0.840 2.580 1.201 0.106
H -0.825 -0.413 -3.037 0.118
H -0.277 -1.611 0.463 0.127
H 0.493 -1.389 -1.129 0.121
H -4.886 -0.945 -0.412 0.101
H 4.293 -0.904 1.606 0.101
H -0.489 1.043 0.116 0.131
H 2.249 -1.373 0.359 0.096
H -4.894 -0.416 -2.856 0.103
H -2.690 -1.215 0.732 0.116
```

Output
**Relative energy (zero: lowest compared OMol25 entry of this formula, charge and spin)**: 0.456 eV
**Structure (SMILES)**: c1ccc(NCc2cccnc2)cc1
**Multiplicity**: 1
**HOMO**: -7.9 eV



The molecule CH4O2P2. Source: OMol25; level of theory: ωB97M-V with the def2-TZVPD basis set.

```
9
Properties=species:S:1:pos:R:3:lowdin_charge:R:1
P -0.142 -0.292 0.621 0.716
P -1.189 -2.117 1.634 0.494
O -1.356 -2.189 3.129 -0.386
O -2.083 -2.606 0.592 -0.373
C 0.224 0.201 -0.995 -0.304
H 0.792 0.142 1.410 -0.077
H -1.259 0.437 1.262 0.015
H 1.170 -0.141 -1.229 -0.055
H -0.452 -0.291 -1.646 -0.029
```

Output
**Relative energy (zero: lowest compared OMol25 entry of this formula, charge and spin)**: 3.102 eV
**Structure (SMILES)**: C=[PH2]P(=O)=O
**Multiplicity**: 1
**HOMO (alpha / beta)**: -9.2 / -9.2 eV